The following is a DFT calculation (ωB97M-V with the def2-TZVPD basis set) of a molecular structure, C49H40ClIN6O2RuTe.

Properties
LUMO (alpha / beta)   0.01 / -1.82 eV
Charge   0
DFT total energy   -94992.812 eV
2S+1   5
HOMO level (alpha / beta)   -6.106 / -7.360 eV
Relative energy (zero: lowest compared OMol25 entry of this formula, charge and spin)   16.7 kcal/mol
HOMO-LUMO gap (alpha / beta)   6.11 / 5.54 eV
Molecular weight   1135.926 g/mol

Cartesian coordinates (Å):
Ru1 -1.622 1.113 -0.916
C1 -3.368 -2.713 2.862
C2 -4.042 -2.279 1.707
C3 -3.672 -1.126 1.057
C4 -2.617 -0.303 1.566
C5 -1.989 -0.750 2.719
C6 -2.284 -1.972 3.312
N1 -2.256 0.932 0.958
C7 -2.192 2.007 1.764
C8 -3.014 2.204 2.894
C9 -2.888 3.408 3.502
C10 -1.942 4.384 3.172
C11 -1.174 4.204 2.053
C12 -1.310 3.014 1.270
N2 -0.752 2.747 0.079
N3 -0.032 3.750 -0.440
C13 0.922 3.399 -1.369
C14 1.282 4.401 -2.295
C15 2.393 4.219 -3.127
C16 3.090 3.006 -3.016
C17 2.738 2.166 -2.042
N4 1.637 2.256 -1.231
H1 -3.634 -3.655 3.284
H2 -4.900 -2.895 1.418
H3 -4.244 -0.726 0.218
H4 -1.271 -0.119 3.178
H5 -1.815 -2.162 4.271
H6 -3.822 1.564 3.256
H7 -3.500 3.635 4.391
H8 -1.844 5.215 3.811
H9 -0.440 4.936 1.758
H10 0.763 5.343 -2.212
H11 2.615 5.000 -3.822
H12 3.959 2.819 -3.616
H13 3.315 1.246 -1.990
Cl1 -4.979 3.833 -6.307
C18 -3.742 3.121 -5.266
C19 -2.678 2.525 -5.836
C20 -1.730 1.891 -4.984
I1 0.029 0.995 -5.653
C21 -1.861 1.919 -3.597
O1 -0.990 1.437 -2.783
C22 -3.023 2.561 -3.054
N5 -3.096 2.583 -1.704
C23 -4.000 3.314 -1.127
C24 -4.913 4.134 -1.897
C25 -4.917 4.067 -3.271
C26 -3.979 3.218 -3.894
H14 -2.585 2.460 -6.927
H15 -4.094 3.348 -0.032
H16 -5.709 4.620 -1.330
H17 -5.600 4.572 -3.950
C27 4.191 -3.564 5.577
C28 3.617 -2.798 4.389
C29 3.377 -3.409 3.199
C30 2.802 -2.736 2.134
C31 2.602 -3.555 0.888
C32 2.439 -1.420 2.320
Te1 1.420 -0.322 0.747
N6 -0.423 -0.504 -0.800
C33 -1.346 -1.269 -1.270
O2 -2.412 -0.624 -1.716
C34 -1.338 -2.738 -1.349
C35 -1.798 -3.369 -2.528
C36 -1.961 -4.743 -2.509
C37 -1.620 -5.512 -1.406
C38 -1.261 -4.895 -0.243
C39 -1.005 -3.526 -0.253
C40 2.701 -0.951 -0.784
C41 2.235 -1.582 -1.930
C42 3.092 -1.994 -2.939
C43 4.453 -1.761 -2.772
C44 4.947 -1.091 -1.646
C45 4.067 -0.678 -0.645
C46 4.628 0.150 0.495
C47 2.604 -0.774 3.529
C48 2.034 0.600 3.833
C49 3.225 -1.479 4.570
H18 4.800 -2.906 6.175
H19 4.820 -4.457 5.252
H20 3.422 -4.018 6.192
H21 3.519 -4.462 3.098
H22 2.559 -4.641 1.098
H23 3.358 -3.423 0.145
H24 1.688 -3.290 0.429
H25 -2.129 -2.857 -3.404
H26 -2.377 -5.174 -3.380
H27 -1.854 -6.564 -1.441
H28 -1.146 -5.460 0.667
H29 -0.657 -2.995 0.656
H30 1.150 -1.740 -2.097
H31 2.707 -2.316 -3.905
H32 5.150 -2.112 -3.483
H33 6.021 -0.953 -1.530
H34 5.714 0.268 0.403
H35 4.379 -0.276 1.447
H36 4.250 1.168 0.515
H37 2.354 1.414 3.191
H38 2.411 0.913 4.801
H39 0.965 0.521 3.948
H40 3.404 -0.959 5.517

***

The following is a DFT calculation (ωB97M-V with the def2-TZVPD basis set) of a molecular structure, C49H40MoN3P3S2.

Properties
LUMO (alpha / beta)   -5.86 / -5.86 eV
Charge   +2
DFT total energy   -107315.741 eV
2S+1   1
HOMO level (alpha / beta)   -13.211 / -13.208 eV
Relative energy (zero: lowest compared OMol25 entry of this formula, charge and spin)   15.4 kcal/mol
HOMO-LUMO gap (alpha / beta)   7.35 / 7.35 eV
Molecular weight   923.876 g/mol

Cartesian coordinates (Å):
Mo1 -0.244 -0.453 0.920
S1 -0.390 -0.319 3.333
C1 -2.015 -0.769 2.911
N1 -2.147 -1.093 1.638
C2 -3.447 -1.477 1.321
C3 -3.920 -1.896 0.082
C4 -5.252 -2.252 -0.021
C5 -6.104 -2.195 1.085
C6 -5.641 -1.783 2.321
C7 -4.302 -1.423 2.426
S2 -3.437 -0.882 3.850
H1 -3.260 -1.949 -0.773
H2 -5.640 -2.585 -0.974
H3 -7.141 -2.483 0.976
H4 -6.299 -1.745 3.179
N2 1.815 -2.682 -0.069
P1 2.074 -0.985 0.089
C8 3.642 -0.783 0.946
C9 4.545 -1.824 1.141
C10 5.752 -1.577 1.780
C11 6.061 -0.297 2.214
C12 5.165 0.745 2.011
C13 3.955 0.503 1.383
C14 2.380 -0.505 -1.626
C15 3.492 -1.046 -2.277
C16 3.712 -0.772 -3.613
C17 2.822 0.040 -4.312
C18 1.718 0.577 -3.672
C19 1.498 0.307 -2.327
P2 0.102 -2.809 -0.274
C20 -0.238 -2.892 -2.034
C21 -0.957 -1.845 -2.605
C22 -1.242 -1.851 -3.963
C23 -0.799 -2.904 -4.750
C24 -0.073 -3.948 -4.186
C25 0.207 -3.946 -2.831
C26 -0.279 -4.390 0.491
C27 -1.469 -4.542 1.198
C28 -1.781 -5.766 1.770
C29 -0.906 -6.834 1.642
C30 0.285 -6.685 0.941
C31 0.601 -5.467 0.363
H5 2.199 -3.270 0.664
H6 4.333 -2.826 0.788
H7 6.453 -2.386 1.933
H8 7.005 -0.110 2.708
H9 5.407 1.745 2.346
H10 3.254 1.317 1.231
H11 4.183 -1.683 -1.738
H12 4.574 -1.189 -4.115
H13 2.994 0.247 -5.360
H14 1.023 1.204 -4.215
H15 0.625 0.715 -1.835
H16 -1.293 -1.016 -1.988
H17 -1.803 -1.038 -4.405
H18 -1.019 -2.914 -5.809
H19 0.269 -4.765 -4.806
H20 0.766 -4.766 -2.398
H21 -2.156 -3.711 1.298
H22 -2.705 -5.884 2.319
H23 -1.149 -7.788 2.091
H24 0.965 -7.520 0.842
H25 1.531 -5.363 -0.185
N3 -0.382 1.229 0.502
P3 -0.415 2.876 0.519
C32 0.966 3.557 1.421
C33 1.432 4.833 1.094
C34 2.418 5.422 1.869
C35 2.936 4.747 2.966
C36 2.469 3.480 3.295
C37 1.481 2.885 2.528
C38 -0.406 3.540 -1.136
C39 0.791 3.556 -1.858
C40 0.816 4.098 -3.130
C41 -0.346 4.627 -3.682
C42 -1.534 4.616 -2.966
C43 -1.569 4.076 -1.689
C44 -1.945 3.271 1.354
C45 -2.005 4.328 2.260
C46 -3.203 4.613 2.899
C47 -4.329 3.847 2.637
C48 -4.269 2.789 1.737
C49 -3.079 2.496 1.095
H26 1.030 5.367 0.242
H27 2.781 6.409 1.617
H28 3.703 5.212 3.570
H29 2.870 2.957 4.153
H30 1.110 1.903 2.787
H31 1.700 3.159 -1.424
H32 1.742 4.117 -3.689
H33 -0.320 5.061 -4.673
H34 -2.432 5.039 -3.395
H35 -2.492 4.086 -1.123
H36 -1.125 4.921 2.473
H37 -3.253 5.430 3.605
H38 -5.261 4.073 3.139
H39 -5.150 2.194 1.536
H40 -3.028 1.666 0.399

***

The following is a DFT calculation (ωB97M-V with the def2-TZVPD basis set) of a molecular structure, C49H41Br2N2O4SSb2W.

Properties
LUMO (alpha / beta)   -4.46 / -4.46 eV
Charge   +1
DFT total energy   -228457.586 eV
2S+1   1
HOMO level (alpha / beta)   -9.691 / -9.692 eV
Relative energy (zero: lowest compared OMol25 entry of this formula, charge and spin)   126.1 kcal/mol
HOMO-LUMO gap (alpha / beta)   5.23 / 5.23 eV
Molecular weight   1341.112 g/mol

Cartesian coordinates (Å):
W1 -0.456 -1.112 1.281
Br1 7.001 -0.168 3.049
C1 5.304 -0.779 2.514
C2 4.279 -0.866 3.447
C3 3.019 -1.296 3.062
C4 2.803 -1.635 1.734
C5 3.834 -1.565 0.804
C6 5.090 -1.134 1.191
N1 1.527 -2.096 1.235
C7 1.608 -3.168 0.513
C8 0.493 -3.570 -0.322
C9 0.554 -4.761 -1.029
C10 -0.578 -5.174 -1.727
C11 -1.714 -4.388 -1.650
C12 -1.697 -3.193 -0.937
N2 -0.596 -2.730 -0.315
H1 4.460 -0.597 4.478
H2 2.235 -1.392 3.793
H3 3.654 -1.811 -0.235
H4 5.888 -1.056 0.467
H5 2.493 -3.799 0.518
H6 1.456 -5.352 -1.014
H7 -0.569 -6.099 -2.284
H8 -2.639 -4.676 -2.127
H9 -2.598 -2.609 -0.888
O1 -0.106 0.748 4.691
S1 -0.227 0.043 3.481
O2 -1.585 -0.029 2.799
O3 0.098 -1.446 3.442
O4 0.616 0.489 2.285
Br2 -4.186 -0.309 1.344
C13 -4.284 -2.199 1.154
C14 -5.505 -2.638 0.711
C15 -5.794 -4.010 0.632
C16 -4.860 -4.905 1.048
C17 -3.592 -4.478 1.514
C18 -2.690 -5.476 1.955
C19 -1.477 -5.134 2.472
C20 -1.119 -3.771 2.448
C21 -1.881 -2.755 1.927
C22 -3.235 -3.090 1.538
H10 -6.267 -1.918 0.453
H11 -6.763 -4.334 0.277
H12 -5.073 -5.967 1.045
H13 -3.004 -6.510 1.891
H14 -0.791 -5.871 2.860
H15 -0.131 -3.538 2.841
C23 -2.513 0.057 -1.320
C24 -1.714 -0.247 -2.607
C25 -0.226 -0.618 -2.559
Sb1 1.075 0.238 -0.983
C26 2.132 1.918 -0.070
C27 2.005 3.144 -0.736
C28 2.785 4.234 -0.382
C29 3.706 4.122 0.649
C30 3.838 2.916 1.318
C31 3.058 1.822 0.960
C32 2.608 0.541 -2.569
C33 3.939 0.217 -2.323
C34 4.936 0.479 -3.251
C35 4.617 1.098 -4.450
C36 3.302 1.440 -4.710
C37 2.310 1.150 -3.783
Sb2 -1.336 1.330 -0.017
C38 -1.526 2.785 1.529
C39 -2.403 2.765 2.606
C40 -2.461 3.856 3.461
C41 -1.645 4.956 3.249
C42 -0.785 4.978 2.164
C43 -0.735 3.904 1.288
C44 -1.823 2.920 -1.443
C45 -2.855 3.788 -1.108
C46 -3.300 4.731 -2.022
C47 -2.712 4.827 -3.273
C48 -1.667 3.979 -3.606
C49 -1.232 3.029 -2.692
H16 -2.866 -0.809 -0.768
H17 -3.375 0.706 -1.476
H18 -1.828 0.603 -3.279
H19 -2.280 -1.061 -3.078
H20 0.272 -0.303 -3.473
H21 -0.079 -1.693 -2.468
H22 1.311 3.264 -1.564
H23 2.678 5.169 -0.916
H24 4.318 4.969 0.928
H25 4.549 2.820 2.127
H26 3.174 0.905 1.518
H27 4.233 -0.215 -1.378
H28 5.961 0.211 -3.036
H29 5.390 1.318 -5.172
H30 3.044 1.933 -5.638
H31 1.289 1.423 -4.034
H32 -3.045 1.919 2.791
H33 -3.145 3.838 4.296
H34 -1.683 5.800 3.924
H35 -0.149 5.834 1.983
H36 -0.076 3.963 0.429
H37 -3.327 3.747 -0.134
H38 -4.105 5.399 -1.748
H39 -3.058 5.565 -3.983
H40 -1.187 4.060 -4.571
H41 -0.391 2.397 -2.967

***

The following is a DFT calculation (ωB97M-V with the def2-TZVPD basis set) of a molecular structure, C49H41Cl3N6O8PSW.

Properties
LUMO (alpha / beta)   -3.35 / -3.35 eV
Charge   +1
DFT total energy   -136316.091 eV
2S+1   1
HOMO level (alpha / beta)   -10.426 / -10.426 eV
Relative energy (zero: lowest compared OMol25 entry of this formula, charge and spin)   7.4 kcal/mol
HOMO-LUMO gap (alpha / beta)   7.07 / 7.08 eV
Molecular weight   1195.141 g/mol

Cartesian coordinates (Å):
W1 0.949 -1.464 -0.785
O1 1.005 -6.308 -3.444
C1 -0.102 -6.373 -2.689
C2 -0.857 -7.544 -2.771
C3 -2.002 -7.690 -2.020
C4 -2.433 -6.674 -1.164
C5 -1.699 -5.516 -1.080
C6 -0.530 -5.341 -1.834
C7 0.212 -4.094 -1.717
O2 -0.277 -3.115 -0.985
N1 1.356 -3.895 -2.327
N2 1.695 -2.604 -2.095
C8 2.860 -1.964 -1.748
C9 3.315 -0.843 -2.599
C10 4.536 -0.771 -3.254
C11 4.851 0.356 -4.000
C12 3.947 1.408 -4.083
C13 2.725 1.352 -3.425
C14 2.421 0.220 -2.681
O3 1.258 0.120 -1.982
H1 1.471 -5.467 -3.276
H2 -0.511 -8.325 -3.434
H3 -2.571 -8.608 -2.095
H4 -3.329 -6.800 -0.572
H5 -2.012 -4.716 -0.423
H6 3.578 -2.536 -1.165
H7 5.236 -1.594 -3.181
H8 5.801 0.417 -4.512
H9 4.201 2.289 -4.658
H10 2.025 2.176 -3.466
C15 -1.770 0.857 1.168
C16 -1.272 -0.460 1.620
N3 -0.295 -1.184 1.090
C17 -0.124 -2.278 1.911
C18 -1.036 -2.242 2.916
N4 -1.746 -1.091 2.708
C19 -1.381 -3.125 4.065
O4 -0.594 -4.157 4.279
O5 -2.350 -2.858 4.726
C20 1.039 -3.146 1.650
O6 1.315 -4.091 2.363
O7 1.742 -2.735 0.633
H11 -1.175 1.216 0.330
H12 -1.709 1.578 1.988
H13 -2.812 0.783 0.856
H14 -2.478 -0.771 3.332
H15 0.149 -4.214 3.622
C21 -0.979 -1.593 -3.688
P1 -1.238 -0.749 -2.096
C22 -1.494 0.988 -2.583
C23 -2.451 1.792 -1.967
C24 -2.623 3.113 -2.356
C25 -1.842 3.646 -3.370
C26 -0.898 2.850 -4.003
C27 -0.725 1.531 -3.612
C28 -2.886 -1.316 -1.574
C29 -3.086 -2.119 -0.453
C30 -4.360 -2.559 -0.123
C31 -5.445 -2.210 -0.913
C32 -5.255 -1.420 -2.039
C33 -3.985 -0.975 -2.367
H16 -1.757 -1.294 -4.390
H17 -1.034 -2.669 -3.532
H18 0.001 -1.343 -4.093
H19 -3.101 1.381 -1.207
H20 -3.381 3.719 -1.877
H21 -1.982 4.673 -3.681
H22 -0.300 3.252 -4.810
H23 0.014 0.926 -4.119
H24 -2.244 -2.440 0.144
H25 -4.501 -3.187 0.747
H26 -6.436 -2.558 -0.657
H27 -6.095 -1.153 -2.665
H28 -3.852 -0.356 -3.246
Cl1 1.041 9.584 2.729
C34 1.290 7.878 2.627
C35 0.394 7.093 1.921
C36 0.613 5.727 1.862
C37 1.699 5.121 2.488
C38 1.851 3.623 2.370
C39 3.036 3.241 1.472
N5 3.011 1.809 1.195
C40 3.673 0.809 1.862
C41 3.170 -0.364 1.393
N6 2.216 -0.085 0.440
C42 2.148 1.232 0.349
O8 1.990 3.026 3.646
C43 1.296 1.808 3.853
C44 -0.100 1.993 4.373
C45 -0.747 1.039 5.098
Cl2 -0.076 -0.441 5.651
S1 -2.368 1.462 5.475
C46 -2.186 2.969 4.681
C47 -0.942 3.124 4.153
C48 2.588 5.946 3.175
Cl3 3.992 5.308 3.971
C49 2.387 7.314 3.255
H29 -0.458 7.544 1.433
H30 -0.091 5.106 1.318
H31 0.939 3.248 1.887
H32 3.973 3.484 1.966
H33 2.986 3.779 0.525
H34 4.423 1.019 2.604
H35 3.434 -1.374 1.650
H36 1.516 1.778 -0.331
H37 1.882 1.234 4.571
H38 1.260 1.214 2.931
H39 -2.998 3.678 4.678
H40 -0.617 4.031 3.664
H41 3.085 7.933 3.801